Density functional theory data (ωB97M-V with the def2-TZVPD basis set) for one molecule with the formula C7H12O3 in a non-equilibrium geometry.

Each atom is followed by the atoms it is bonded to, with distances in Å.
CARTESIAN COORDINATES (ANGSTROEM)
1 C -1.100 -0.623 0.307  C2 1.521, C5 1.586, C7 1.512, O8 1.402
2 C -1.907 -1.108 1.501  C1 1.521, H14 1.090, H15 1.088, H16 1.087
3 C 2.041 1.687 0.610  C6 1.502, H17 1.088, H18 1.093, H19 1.088
4 C 0.573 1.367 -1.465  C6 1.501, H20 1.090, H21 1.092, H22 1.092
5 C -0.179 -1.785 -0.258  C1 1.586, O9 1.348, O10 1.199
6 C 0.846 1.036 -0.026  C3 1.502, C4 1.501, C7 1.341
7 C 0.087 0.218 0.718  C1 1.512, C6 1.341, H13 1.081
8 O -1.964 -0.059 -0.642  C1 1.402, H11 0.952
9 O -0.161 -1.762 -1.606  C5 1.348, H12 0.969
10 O 0.340 -2.661 0.375  C5 1.199
11 H -1.547 -0.066 -1.498  O8 0.952
12 H 0.336 -2.528 -1.931  O9 0.969
13 H 0.371 0.058 1.749  C7 1.081
14 H -2.706 -1.757 1.143  C2 1.090
15 H -2.343 -0.252 2.013  C2 1.088
16 H -1.271 -1.664 2.186  C2 1.087
17 H 1.762 2.229 1.511  C3 1.088
18 H 2.771 0.926 0.898  C3 1.093
19 H 2.535 2.383 -0.063  C3 1.088
20 H 1.319 2.060 -1.857  C4 1.090
21 H 0.604 0.469 -2.086  C4 1.092
22 H -0.407 1.834 -1.580  C4 1.092

Summary:
- SMILES = CC(C)=C[C@@](C)(O)C(=O)O
- E_HOMO (eV) = -8.989
- gap between HOMO and LUMO (eV) = 9.60
- spin multiplicity = 1
- relative energy (zero: lowest compared OMol25 entry of this formula, charge and spin) (kcal per mole) = 8.9
- E (Eh) = -499.63229